The following is a DFT calculation (the ωB97M-V functional and the def2-TZVPD basis) of a 2-piece molecular cluster, C6H12N2 overall at a distorted geometry.

Geometry as ORCA input:
```
! wB97M-V def2-TZVPD RIJCOSX def2/J DEFGRID3
* xyz 0 1
C -0.07069 -2.70340 -0.39094
C -0.99669 -2.16291 -1.49942
H 0.09156 -3.78808 -0.41390
H 0.97087 -2.39507 -0.52953
H -0.44823 -2.50089 0.60832
H -1.73606 -1.47017 -1.11408
H -0.37462 -1.45749 -2.06755
H -1.30448 -2.98418 -2.13143
C -1.05014 2.26530 1.76057
C 0.85041 0.82563 0.95426
C -0.07766 1.83123 0.74548
C 1.23336 1.84258 -0.96800
N 1.71428 0.93619 -0.09618
N 0.15666 2.43434 -0.46708
H 0.94888 0.03204 1.67338
H 2.40076 0.25549 -0.35022
H -0.47853 2.72913 2.57632
H -1.54650 1.43244 2.26282
H 1.50347 1.87631 -2.00586
H -1.78663 3.00149 1.45303
*
```

Its frontier orbital gap is 9.24 eV. The energy above the lowest of the compared OMol25 structures with the same formula, charge and spin comes out at 14.5 kcal per mole. As for the structure (SMILES): Cc1c[nH]cn1.CC.

The following is a DFT calculation (the ωB97M-V functional and the def2-TZVPD basis) of C6H12N2 as an isolated structure at a distorted geometry.

Geometry as ORCA input:
```
! wB97M-V def2-TZVPD RIJCOSX def2/J DEFGRID3
* xyz 0 1
C 1.26380 0.65430 0.05978
C 2.52752 0.74105 -0.81002
N 0.32711 1.77279 -0.12011
C 0.54647 -0.63152 -0.16520
C 0.50106 -1.71176 -0.83258
H 1.56627 0.67707 1.11408
H 0.02662 1.81879 -1.08952
H 0.78548 2.65076 0.10048
H 3.06784 1.66480 -0.59098
H 2.26012 0.73866 -1.86817
H 3.19401 -0.10023 -0.61669
H 1.14429 -2.23765 -1.51455
C -2.82271 -0.18374 1.33401
C -1.94393 -1.13980 0.63158
N -1.96744 -2.17221 0.02097
H -0.72018 -2.21538 -0.61692
H -0.67357 -0.53318 0.41157
H -3.85507 -0.53287 1.34389
H -2.46995 -0.05162 2.35822
H -2.75771 0.79177 0.85016
*
```

Its frontier orbital gap is 10.38 eV. The energy above the lowest of the compared OMol25 structures with the same formula, charge and spin comes out at 88.8 kcal per mole.

The following is a DFT calculation (the ωB97M-V functional and the def2-TZVPD basis) of a 2-piece molecular cluster, C6H12N2 overall at a distorted geometry.

Geometry as ORCA input:
```
! wB97M-V def2-TZVPD RIJCOSX def2/J DEFGRID3
* xyz 0 1
C 1.82394 1.75202 -1.41372
C 2.30362 0.46849 -2.13394
H 0.76509 1.91053 -1.61549
H 1.94589 1.69386 -0.33159
H 2.37635 2.60265 -1.81138
H 3.39139 0.51649 -2.20987
H 1.97277 0.57380 -3.17035
H 1.90430 -0.43198 -1.67115
C 0.04963 0.08850 2.58915
C -1.07292 -1.44141 -0.42013
C -0.59747 -0.25852 1.30000
C -1.32608 0.53362 0.48938
N -0.44066 -1.49752 0.70953
N -1.58134 -0.20914 -0.65984
H -1.21790 -2.23350 -1.14020
H -2.44055 -0.11562 -1.18509
H -1.65582 1.55513 0.55605
H -0.23926 -0.56700 3.41562
H -0.16755 1.11722 2.88761
H 1.12758 0.00045 2.53564
*
```

Its frontier orbital gap is 9.73 eV. The energy above the lowest of the compared OMol25 structures with the same formula, charge and spin comes out at 3.9 kcal per mole. As for the structure (SMILES): Cc1c[nH]cn1.CC.

The following is a DFT calculation (the ωB97M-V functional and the def2-TZVPD basis) of a 2-piece molecular cluster, C6H12N2 overall at a distorted geometry.

Geometry as ORCA input:
```
! wB97M-V def2-TZVPD RIJCOSX def2/J DEFGRID3
* xyz 0 1
C 2.82875 0.54358 -1.12039
C 2.05284 1.80603 -1.14413
H 3.90399 0.70565 -1.24427
H 2.59062 -0.12597 -0.26663
H 2.73305 -0.08916 -2.01314
H 1.15311 1.78560 -0.50369
H 1.33671 2.01017 -1.95818
H 2.43868 2.85832 -1.10148
C -0.55204 -2.34364 0.73267
C -2.65568 -0.87828 0.58852
C -1.29028 -1.08839 0.49956
C -1.54694 1.00678 0.87712
N -2.77665 0.46149 0.91754
N -0.61306 0.12588 0.55316
H -3.46189 -1.57630 0.48031
H -3.68140 0.81225 1.17748
H 0.31911 -2.56720 0.11916
H -1.26044 -3.16029 0.74865
H -1.40310 2.06886 0.89936
H -0.11537 -2.35536 1.75841
*
```

Its frontier orbital gap is 9.40 eV. The energy above the lowest of the compared OMol25 structures with the same formula, charge and spin comes out at 28.6 kcal per mole. As for the structure (SMILES): Cc1c[nH]cn1.CC.

The following is a DFT calculation (the ωB97M-V functional and the def2-TZVPD basis) of a 2-piece molecular cluster, C6H12N2 overall at a distorted geometry.

Geometry as ORCA input:
```
! wB97M-V def2-TZVPD RIJCOSX def2/J DEFGRID3
* xyz 0 1
C 0.14195 0.49994 -0.56430
C 1.22843 -0.00721 0.23914
C -0.01888 -0.01387 -1.96806
C -0.26674 1.93975 -0.37795
C -1.42093 -0.74891 0.43051
N 0.51409 -0.72265 1.61045
C 0.99723 -1.85016 2.15300
N 1.38356 -2.89280 2.48155
H 0.25153 -0.00966 2.28321
H 1.88403 0.72968 0.70162
H 1.77516 -0.84864 -0.18091
H 0.37473 -1.02427 -2.08344
H -1.08368 -0.04426 -2.24692
H -0.08169 2.29627 0.63681
H -1.33492 2.07376 -0.58247
H 0.26062 2.60800 -1.06937
H -1.79431 -1.02814 1.40910
H -2.08671 0.00837 0.03579
H -1.20207 -1.59401 -0.20587
H 0.47861 0.62883 -2.70189
*
```

Its frontier orbital gap (spin up / spin down) is 8.26 / 8.26 eV. The energy above the lowest of the compared OMol25 structures with the same formula, charge and spin comes out at 105.0 kcal per mole.

The following is a DFT calculation (the ωB97M-V functional and the def2-TZVPD basis) of a 2-piece molecular cluster, C6H12N2 overall at a distorted geometry.

Geometry as ORCA input:
```
! wB97M-V def2-TZVPD RIJCOSX def2/J DEFGRID3
* xyz 0 1
C 2.86728 1.50926 0.00774
C 2.10809 0.91770 -1.19125
H 2.60179 0.95126 0.90272
H 3.94007 1.52476 -0.17690
H 2.52732 2.52856 0.16233
H 2.33057 1.33275 -2.17019
H 2.32859 -0.15242 -1.26829
H 1.04987 0.97603 -0.94370
C -1.36814 -0.83231 -1.85892
C -1.24157 -0.75229 -0.36468
C -0.29888 -1.30091 0.46336
C -1.26937 0.39633 1.45940
N -1.80042 0.33814 0.27494
N -0.32057 -0.57939 1.62129
H -2.23403 -1.38588 -2.21338
H -0.48559 -1.37319 -2.22502
H 0.36086 -2.14096 0.34012
H -1.51941 1.08027 2.25312
H -0.05411 -0.96440 2.51252
H -1.27090 0.16103 -2.28067
*
```

Its frontier orbital gap is 9.55 eV. The energy above the lowest of the compared OMol25 structures with the same formula, charge and spin comes out at 6.1 kcal per mole. As for the structure (SMILES): Cc1c[nH]cn1.CC.